[1]
51
Properties=species:S:1:pos:R:3 method="wB97M-V/def2-TZVPD" charge=+3 lumo_energy_ev="-9.2 / -12.9" orbital_gap_ha="0.19580 / 0.17040" e_homo_ev="-14.537 / -17.586" s2=6.108 multiplicity=5
Pt -0.6020 0.1886 0.0000
C -1.7272 -2.6698 3.0333
C -1.8084 -1.6555 2.0953
N -0.7188 -1.2708 1.4162
C 0.4790 -1.8940 1.6604
C 0.5089 -2.9147 2.6190
N -0.5690 -3.2754 3.2728
C 1.6105 -1.4168 0.8806
C 2.9129 -1.8501 0.9143
C 3.8869 -1.2595 0.0726
C 3.4672 -0.2196 -0.7916
C 2.1562 0.1902 -0.8007
N 1.2535 -0.4101 0.0296
C 1.5419 1.2310 -1.6092
C 2.1938 2.0315 -2.5564
N 1.5530 2.9484 -3.2399
C 0.2522 3.1375 -3.0419
C -0.4360 2.3727 -2.1174
N 0.1989 1.4292 -1.4080
C 5.2921 -1.7128 0.0956
C 5.7328 -2.7368 0.9388
C 7.1127 -3.1488 0.9296
N 7.9943 -2.5849 0.1399
C 7.6330 -1.6198 -0.6701
C 6.2736 -1.1477 -0.7245
H -2.5931 -2.9964 3.5931
H -2.7400 -1.1510 1.8862
H 1.4279 -3.4393 2.8501
H 3.1618 -2.6469 1.5976
H 4.1545 0.2753 -1.4595
H 3.2526 1.9160 -2.7530
H -0.2398 3.9039 -3.6253
H -1.4921 2.5106 -1.9409
H 5.0709 -3.2536 1.6198
H 7.4668 -3.9437 1.5792
H 8.4042 -1.1882 -1.3011
H 6.0596 -0.3480 -1.4200
N -10.0422 3.2883 -0.2584
C -8.9486 2.9217 -0.2118
C -7.6061 2.4761 -0.1631
C -6.6620 3.0293 -1.0650
C -5.3703 2.5997 -1.0228
C -4.9756 1.6026 -0.0785
C -5.9380 1.0592 0.8233
C -7.2309 1.4881 0.7815
C -3.6490 1.1723 -0.0529
C -2.4816 0.7986 -0.0363
H -6.9788 3.7826 -1.7732
H -4.6344 3.0060 -1.7014
H -5.6330 0.3073 1.5372
H -7.9747 1.0875 1.4566

---

[2]
56
Properties=species:S:1:pos:R:3 method="wB97M-V/def2-TZVPD" charge=-1 lumo_energy_ev=1.4 orbital_gap_ha=0.14768 e_homo_ev=-2.620
F -3.7114 6.1294 -3.1044
C -3.5071 4.7912 -2.8468
C -4.6038 3.9382 -2.8764
C -4.3095 2.5877 -2.6761
F -5.3540 1.7025 -2.7858
C -3.0468 2.1011 -2.3862
C -1.9322 2.9965 -2.2922
C -0.6358 2.4844 -1.9332
C 0.6402 3.0134 -2.3135
C 1.7707 2.1371 -2.3980
C 3.0257 2.6534 -2.6723
F 4.0882 1.7899 -2.7738
C 3.2930 4.0090 -2.8660
C 2.1786 4.8369 -2.8689
F 2.3569 6.1794 -3.1223
C 0.8843 4.3935 -2.6299
C -2.2102 4.3772 -2.5712
H -5.6036 4.3015 -3.1016
H -2.8709 1.0358 -2.2410
H -0.6281 1.5345 -1.3794
H 1.6156 1.0680 -2.2567
H 4.2898 4.3952 -3.0699
H 0.0786 5.1189 -2.6561
H -1.4252 5.1274 -2.5361
O 1.3259 -6.4383 -1.0552
C 1.2043 -5.4732 -0.4349
Co 1.0708 -4.0167 0.5550
C 2.4737 -4.2521 1.6035
O 3.3433 -4.3694 2.3564
C 1.4847 -2.6844 -0.5191
O 1.7577 -1.7949 -1.2038
C -0.3694 -4.4007 1.5632
C -0.0724 -2.9912 1.5957
C 0.2566 -1.9986 2.5783
C 0.7931 -0.7888 2.2132
C 1.5886 0.0011 3.1976
C 2.1234 -0.8935 4.3593
C 0.9747 -1.6478 5.0180
C 0.1988 -2.4933 4.0004
Co -1.2496 -3.4908 0.3152
C -1.2363 -4.5574 -1.1771
O -1.3273 -5.1942 -2.1393
C -1.1063 -1.9064 -0.3779
O -1.0436 -0.8374 -0.8056
C -2.9192 -3.5493 0.8369
O -3.9938 -3.4797 1.2487
H -0.6184 -5.0955 2.3520
H 0.6797 -0.3772 1.2075
H 2.4436 0.4956 2.7096
H 0.9742 0.8057 3.6422
H 2.8471 -1.6239 3.9569
H 2.6586 -0.2870 5.1055
H 1.3483 -2.3033 5.8085
H 0.2831 -0.9480 5.4965
H -0.8538 -2.5863 4.3013
H 0.5766 -3.5251 4.0496

---

[3]
52
Properties=species:S:1:pos:R:3 method="wB97M-V/def2-TZVPD" charge=+1 lumo_energy_ev=-4.2 orbital_gap_ha=0.26453 e_homo_ev=-11.430
Ir 0.7366 -1.0792 -0.1335
O 2.3032 -0.8665 3.6700
C 2.0236 -0.8729 2.5074
N 0.9305 -1.4454 1.8779
C -0.1594 -2.0282 2.5056
O -0.3167 -2.2759 3.6640
C -1.2805 -2.3251 1.4818
C -2.4971 -2.7832 1.9102
C -3.4898 -3.0455 0.9687
C -3.2022 -2.8862 -0.3716
C -1.9484 -2.4252 -0.7397
N -1.0258 -2.1125 0.1734
C 2.9145 -0.1310 1.4855
C 4.0107 0.5663 1.9141
C 4.8179 1.2022 0.9730
C 4.5117 1.0765 -0.3663
C 3.3814 0.3636 -0.7337
N 2.5822 -0.1954 0.1777
H -2.6419 -2.9323 2.9720
H -4.4705 -3.3788 1.2839
H -3.9323 -3.1137 -1.1360
H -1.6638 -2.2939 -1.7748
H 4.2193 0.5888 2.9754
H 5.6803 1.7760 1.2880
H 5.1331 1.5213 -1.1311
H 3.0951 0.2332 -1.7683
C 0.9796 -1.3827 -4.4706
C 0.1964 -0.3013 -4.8790
C -0.3686 0.5292 -3.9326
C -0.1550 0.2774 -2.5723
C 0.6076 -0.7889 -2.1478
C 1.1868 -1.6170 -3.1177
C -0.6994 1.0680 -1.4820
C -1.5546 2.1621 -1.7371
C -2.0929 2.8585 -0.7168
C -1.7893 2.5096 0.6131
C -2.3671 3.2130 1.6941
C -2.0758 2.8804 2.9806
C -1.1536 1.8472 3.2251
C -0.5755 1.1585 2.1946
C -0.8968 1.4395 0.8525
N -0.3704 0.7085 -0.2258
H 1.4284 -2.0365 -5.2093
H 0.0357 -0.1103 -5.9316
H -0.9693 1.3674 -4.2611
H 1.8040 -2.4585 -2.8183
H -1.7849 2.4242 -2.7580
H -2.7633 3.6890 -0.9076
H -3.0483 4.0265 1.4726
H -2.5331 3.4097 3.8055
H -0.8904 1.5888 4.2433
H 0.1378 0.4004 2.4124

---

Calculated total energy, record by record: -41901.8859 -126681.3043 -41181.7869 eV